The following is a quantum chemistry calculation of a cluster of 7 separate species, C33H84N11O8P2 in total at a distorted geometry, from the Open Molecules 2025 dataset.

ORCA input file:
```
! wB97M-V def2-TZVPD RIJCOSX def2/J DEFGRID3
* xyz 1 1
C -0.1065 8.1121 -1.0487
C -0.2644 6.8368 -0.7420
C -0.4242 5.7556 -1.8007
C -0.6919 4.4127 -1.2217
C 0.2138 3.4357 -0.9278
P 2.0302 3.3194 -1.1643
N 2.6497 4.3447 0.0442
O 2.0668 4.2805 -2.5020
N -0.5087 2.3597 -0.4278
P -0.0165 0.7580 0.0994
N 1.4914 0.4926 0.2253
C -1.8038 2.6651 -0.4315
N -1.9511 3.8888 -0.8996
N -3.2255 4.4624 -1.1209
C -4.2627 3.6544 -0.4782
C -3.3000 5.8925 -0.7042
C -3.5379 6.2210 0.7426
O -3.1918 6.7254 -1.5595
H -0.0845 8.8892 -0.2987
H 0.0144 8.4256 -2.0798
H -0.2294 6.5193 0.2973
H -1.2046 6.0388 -2.5023
H 0.5158 5.6840 -2.3410
H 3.3907 3.8306 0.5094
H 1.9826 4.6445 0.7457
H 2.9720 4.5939 -2.6256
H -0.7398 0.6953 1.2930
H -0.6554 -0.0282 -0.8582
H 1.8090 -0.2383 -0.3994
H -2.5674 1.9587 -0.1299
H -4.0538 3.4671 0.5804
H -5.1920 4.2163 -0.5432
H -4.3795 2.7094 -1.0037
H -3.9654 7.2214 0.7641
H -2.5746 6.2706 1.2529
H -4.2089 5.5454 1.2620
C 2.5830 8.2217 4.0978
C 2.5295 6.9364 3.2802
C 2.2924 5.6755 4.1240
O 3.4210 5.2099 4.8241
C 3.6734 5.8355 6.0706
N 3.7388 6.8458 2.4613
H 3.5265 8.3154 4.6345
H 2.4981 9.0855 3.4401
H 1.7692 8.2655 4.8238
H 1.6748 7.0163 2.5969
H 2.0213 4.8577 3.4454
H 1.4474 5.8190 4.8119
H 2.7403 6.0899 6.5818
H 4.2801 6.7366 5.9591
H 4.2265 5.1250 6.6822
H 3.6756 6.0569 1.8255
H 4.5165 6.6150 3.0737
C -1.8237 -4.3049 2.6211
C -0.5413 -3.6149 3.0661
C -0.6352 -3.0291 4.4794
O -1.3790 -1.8253 4.5625
C -2.7830 -1.9877 4.6644
N -0.1452 -2.5956 2.0847
H -2.6080 -3.5916 2.3652
H -1.6382 -4.9121 1.7342
H -2.2075 -4.9567 3.4073
H 0.2500 -4.3695 3.0847
H 0.3725 -2.7733 4.8166
H -1.0371 -3.7699 5.1813
H -3.0399 -2.8785 5.2440
H -3.2625 -2.0575 3.6839
H -3.1750 -1.1093 5.1767
H 0.7608 -2.2137 2.3432
H -0.7869 -1.8149 2.2046
C 0.6835 -0.1474 -5.6240
C 1.1664 0.9741 -4.7109
C 2.4206 1.6960 -5.2175
O 3.6225 0.9830 -5.0286
C 3.9307 0.0219 -6.0266
N 1.3494 0.4388 -3.3577
H 1.3170 -1.0306 -5.5441
H -0.3276 -0.4473 -5.3490
H 0.6701 0.1708 -6.6673
H 0.3719 1.7270 -4.6653
H 2.5330 2.6172 -4.6402
H 2.3046 1.9817 -6.2712
H 3.6083 0.3570 -7.0163
H 3.4774 -0.9444 -5.7978
H 5.0099 -0.1131 -6.0390
H 1.5647 1.1876 -2.7074
H 2.1918 -0.1309 -3.3668
C 8.0257 -4.9761 -5.8774
C 8.1184 -3.7306 -6.7528
C 7.2262 -2.5745 -6.2825
O 5.8501 -2.7207 -6.5858
C 5.1194 -3.5194 -5.6745
N 7.8644 -4.1101 -8.1434
H 7.1019 -5.5262 -6.0564
H 8.8511 -5.6499 -6.1020
H 8.0747 -4.7211 -4.8170
H 9.1480 -3.3647 -6.6963
H 7.5411 -1.6688 -6.8078
H 7.3572 -2.3893 -5.2078
H 5.4837 -3.4009 -4.6495
H 5.1591 -4.5740 -5.9556
H 4.0786 -3.1980 -5.7157
H 8.0350 -3.3158 -8.7526
H 6.8714 -4.3005 -8.2436
C -4.0319 -8.2298 4.1656
C -3.4019 -7.6550 5.4297
C -3.8873 -8.3202 6.7233
O -5.1756 -7.9214 7.1410
C -6.2564 -8.6083 6.5390
N -3.6062 -6.2020 5.4424
H -5.0614 -7.8942 4.0411
H -3.4755 -7.9017 3.2878
H -4.0262 -9.3208 4.1817
H -2.3240 -7.8356 5.3715
H -3.2156 -8.0209 7.5321
H -3.8334 -9.4138 6.6443
H -6.0070 -9.6577 6.3563
H -6.5649 -8.1440 5.5988
H -7.0951 -8.5634 7.2319
H -3.1020 -5.8048 6.2307
H -4.5839 -6.0309 5.6623
C -4.0283 -0.8054 -2.2339
C -3.2898 -1.1912 -0.9577
C -3.6334 -2.5809 -0.4165
O -4.8730 -2.6498 0.2526
C -6.0105 -2.8432 -0.5710
N -3.5212 -0.1446 0.0574
H -5.0697 -0.5511 -2.0360
H -3.5611 0.0671 -2.6938
H -4.0066 -1.6174 -2.9606
H -2.2225 -1.2116 -1.1916
H -2.8808 -2.8461 0.3296
H -3.5775 -3.3340 -1.2119
H -5.7776 -3.4904 -1.4211
H -6.4163 -1.8972 -0.9387
H -6.7722 -3.3259 0.0383
H -2.9655 -0.3490 0.8860
H -4.4776 -0.2702 0.3819
*
```

Kohn-Sham gap (eV): 7.9
F_max (eV/Å): 1.61